# 1
This record from OMol25 describes 5 unconnected molecules or ions with the total composition C40H66N7O4. The level of theory is the ωB97M-V functional and the def2-TZVPD basis.

HOMO level	-19.5	eV
F_max	3.7	eV Å⁻¹
electronic energy	-61116.978	eV
frontier orbital gap	6.95	eV
charge	+5
LUMO energy	-12.55	eV
2S+1	1

Last column: Löwdin charge in e.
CARTESIAN COORDINATES (ANGSTROEM)
O -0.47 -1.08 1.18  -0.04
O 1.37 -1.74 0.37  -0.02
O 0.89 0.32 0.43  -0.05
O -3.95 -3.15 -0.56  -0.18
N 4.97 -1.19 -1.33  -0.22
N -1.52 0.40 -2.78  -0.07
N 0.61 -0.83 0.70  -0.65
N -1.12 0.88 4.02  -0.08
N -1.60 -4.72 0.88  -0.20
N 3.76 5.83 2.69  -0.08
N -6.40 5.35 -3.83  -0.07
C 4.52 1.05 -0.37  -0.16
C -7.27 6.51 -4.23  0.07
C 3.38 4.92 1.74  0.04
C -1.27 -4.10 -0.55  -0.12
C -4.12 -3.82 0.67  -0.16
C -3.45 1.09 -3.93  0.07
C -3.54 2.26 -3.03  -0.07
C -2.40 0.27 -3.77  -0.03
C -1.67 1.37 -1.79  0.06
C 4.94 -0.38 0.05  -0.03
C -5.79 4.69 -4.88  0.06
C 0.68 2.33 4.86  0.09
C -1.98 -6.19 0.61  0.03
C 5.22 -3.59 -0.31  -0.20
C 4.47 -4.91 0.09  -0.08
C 4.62 6.86 2.19  0.02
C -0.14 2.54 2.60  0.05
C -0.30 1.30 5.01  0.06
C 6.47 -1.26 -1.75  0.05
C 3.64 0.85 -1.53  -0.18
C -0.35 -4.66 1.88  -0.10
C -2.65 2.39 -1.93  0.07
C 3.18 5.84 3.92  0.09
C -5.20 4.04 -2.25  0.07
C 4.40 -2.61 -1.21  -0.11
C 2.49 3.91 2.06  0.03
C 2.21 4.85 4.23  0.08
C -4.93 3.64 -4.60  0.05
C -0.56 -0.67 -2.53  0.04
C -1.01 1.43 2.80  0.02
C 4.22 -0.32 -2.36  -0.06
C 1.92 3.81 3.31  -0.12
C -3.81 -1.75 -0.49  -0.11
C 0.77 2.88 3.58  -0.14
C 0.04 -4.63 -1.26  -0.05
C -0.45 -5.63 3.11  -0.06
C -2.84 -3.93 1.57  -0.02
C -6.18 5.01 -2.56  0.04
C -2.00 -0.25 4.28  0.03
C -4.59 3.28 -3.29  -0.13
H 3.41 -0.93 -2.75  0.12
H -6.04 5.05 -5.87  0.16
H -3.72 -1.32 -1.49  0.08
H 5.48 6.61 1.57  0.13
H -2.33 -0.60 -4.41  0.16
H 0.27 -5.47 3.91  0.09
H -0.24 -3.65 2.28  0.10
H -4.88 3.88 -1.23  0.12
H 5.35 1.69 -0.67  0.12
H -2.94 -1.41 0.07  0.06
H 0.16 -4.25 -2.27  0.08
H 4.89 0.05 -3.13  0.14
H -0.22 -1.05 -3.49  0.12
H 1.62 4.95 5.13  0.14
H 3.73 5.06 0.73  0.15
H 5.21 -5.52 0.62  0.09
H -0.09 2.79 1.55  0.12
H 2.19 3.13 1.38  0.12
H 2.66 0.49 -1.23  0.07
H -2.93 0.02 3.78  0.12
H 4.89 7.53 3.00  0.12
H 7.12 -1.77 -1.04  0.11
H -1.59 -1.23 4.03  0.11
H -2.16 -4.32 -1.14  0.11
H -4.90 -3.38 1.30  0.14
H 3.61 -4.59 0.67  0.06
H -6.72 7.16 -4.91  0.12
H -2.41 -2.96 1.80  0.10
H -1.64 1.03 2.02  0.13
H -1.08 -1.49 -2.02  0.10
H 6.77 -0.21 -1.75  0.11
H -4.21 0.82 -4.65  0.15
H 3.42 1.77 -2.07  0.13
H -2.64 3.28 -1.32  0.13
H 3.38 -2.47 -0.84  0.10
H -0.51 0.76 5.92  0.15
H -8.19 6.14 -4.68  0.12
H -4.53 3.16 -5.48  0.14
H -2.22 -6.51 1.63  0.10
H 4.09 -0.80 0.59  0.11
H -6.70 5.51 -1.76  0.16
H 3.92 7.54 1.70  0.13
H -1.08 -6.73 0.32  0.11
H -2.75 -6.23 -0.15  0.11
H 6.20 -3.94 -0.63  0.12
H 4.02 1.56 0.45  0.10
H -1.34 -5.73 3.73  0.08
H -7.62 6.91 -3.28  0.11
H 0.24 -5.70 -1.32  0.09
H 6.40 -1.71 -2.74  0.12
H -4.52 -4.82 0.48  0.13
H 4.15 -5.46 -0.80  0.08
H 0.31 -0.18 -2.11  0.09
H -0.85 1.36 -1.09  0.12
H 5.20 -3.10 0.66  0.10
H 0.55 -4.77 1.26  0.10
H -3.02 -4.49 2.48  0.13
H 3.47 6.67 4.54  0.16
H -0.22 -6.65 2.79  0.08
H -2.28 -0.30 5.33  0.12
H 5.82 -0.68 0.61  0.14
H 4.26 -3.07 -2.19  0.13
H 1.43 2.56 5.60  0.14
H -1.09 -3.06 -0.29  0.08
H -4.65 -1.21 -0.06  0.10
H 0.90 -4.22 -0.73  0.04

# 2
This record from OMol25 describes a molecular structure, C15H27N4OPRhS. The level of theory is the ωB97M-V functional and the def2-TZVPD basis.

HOMO level (spin up / spin down)	-11.5 / -15.1	eV
F_max	3.5	eV Å⁻¹
electronic energy	-47111.628	eV
frontier orbital gap (spin up / spin down)	6.03 / 5.73	eV
charge	+2
LUMO energy (spin up / spin down)	-5.47 / -9.33	eV
2S+1	6

Last column: Löwdin spin population.
CARTESIAN COORDINATES (ANGSTROEM)
Rh 0.20 0.22 -0.26  1.17
S 1.18 -1.78 0.11  0.43
P 2.07 1.22 0.33  0.04
O 1.25 0.17 -2.45  0.88
N 0.47 -4.07 1.31  0.05
N -0.73 -2.45 2.10  0.03
N -0.42 2.12 -0.72  0.31
N -1.91 -0.12 -0.51  0.04
C -2.66 0.19 0.73  0.02
C -1.64 2.16 -1.29  0.47
C 0.48 3.07 -0.94  0.21
C 0.00 4.36 -1.26  0.46
C 0.29 -2.72 1.23  0.02
C 1.93 2.66 -0.88  0.03
C 2.35 1.73 2.07  0.02
C -1.31 4.47 -1.80  0.26
C -2.34 0.87 -1.55  0.08
C -0.49 -4.64 2.12  0.03
C -2.10 3.34 -1.90  0.16
C 1.51 -4.83 0.60  0.01
C -1.24 -3.63 2.64  0.04
C 3.67 0.58 -0.19  0.00
C -2.18 -1.49 -0.95  0.01
H -3.43 1.04 -1.51  0.01
H -1.63 5.43 -2.20  0.01
H -1.04 -1.51 2.36  0.01
H -2.05 -2.17 -0.10  0.00
H 1.44 2.20 2.48  0.00
H -2.05 0.50 -2.54  0.03
H 2.50 -4.61 1.02  0.00
H -2.33 1.16 1.11  0.01
H -3.06 3.30 -2.36  0.00
H -3.22 -1.57 -1.30  0.00
H 3.70 0.67 -1.28  0.00
H -1.48 -1.76 -1.74  0.00
H 3.76 -0.47 0.09  0.00
H 2.20 2.07 -1.74  0.01
H -2.48 -0.58 1.47  0.00
H -2.08 -3.64 3.30  0.00
H 0.92 0.91 -3.08  0.01
H -3.73 0.24 0.49  0.00
H -0.05 0.38 1.34  0.09
H 3.20 2.43 2.07  0.00
H 2.58 0.82 2.65  0.00
H 0.69 5.18 -1.21  0.02
H 1.28 -5.89 0.75  0.00
H 1.50 -4.57 -0.47  0.01
H 2.58 3.53 -0.69  0.00
H 4.44 1.20 0.29  0.00
H -0.53 -5.72 2.27  0.00

# 3
This record from OMol25 describes a single C13H10ClN3O2S3 molecule. The level of theory is the ωB97M-V functional and the def2-TZVPD basis.

HOMO level	-8.4	eV
F_max	1.2	eV Å⁻¹
electronic energy	-67236.041	eV
frontier orbital gap	8.54	eV
charge	0
SMILES	Cc1ccc(S(=O)(=O)c2nc(Nc3nccs3)sc2Cl)cc1
LUMO energy	0.16	eV
2S+1	1

Last column: Löwdin charge in e.
CARTESIAN COORDINATES (ANGSTROEM)
Cl -4.82 0.98 -2.24  0.72
S -4.34 -0.33 0.44  1.06
S 0.17 0.27 2.09  1.08
S -1.48 1.79 -2.05  0.71
O -1.37 3.15 -1.60  -0.28
O -2.06 1.55 -3.34  -0.33
N -1.87 0.46 0.30  0.03
N -0.87 -1.09 4.02  0.04
N -2.37 -0.71 2.27  0.05
C 1.14 -0.13 3.47  -0.39
C 0.08 0.94 -1.90  -0.29
C 0.34 -0.16 -2.69  -0.04
C 0.42 -0.84 4.37  -0.25
C 0.95 1.34 -0.90  -0.10
C 2.11 0.61 -0.70  -0.06
C -1.14 -0.58 2.86  -0.60
C -2.69 -0.17 1.07  -0.62
C -3.79 0.57 -0.97  -0.98
C 2.39 -0.52 -1.47  -0.26
C 1.50 -0.88 -2.48  -0.02
C -2.47 0.89 -0.84  -0.43
C 3.63 -1.31 -1.20  -0.04
H 2.16 0.19 3.54  0.06
H 0.77 -1.22 5.32  0.10
H 1.71 -1.75 -3.10  0.12
H 0.71 2.21 -0.31  0.11
H 2.80 0.90 0.08  0.12
H 4.51 -0.72 -1.43  0.09
H 3.66 -2.22 -1.80  0.08
H -0.37 -0.43 -3.46  0.12
H 3.67 -1.58 -0.15  0.08
H -3.07 -1.20 2.80  0.15

# 4
This record from OMol25 describes a single C20H29N3O3S molecule. The level of theory is the ωB97M-V functional and the def2-TZVPD basis.

HOMO level	-8.6	eV
F_max	1.4	eV Å⁻¹
electronic energy	-42659.216	eV
frontier orbital gap	9.38	eV
charge	0
SMILES	O=C(CCc1nnc(CCC2CCCCC2)o1)N(CCO)Cc1cccs1
LUMO energy	0.73	eV
2S+1	1

Last column: Löwdin charge in e.
CARTESIAN COORDINATES (ANGSTROEM)
S 4.04 2.78 0.56  1.03
O -1.27 -0.56 -2.05  0.15
O 2.43 -2.50 -0.99  0.04
O 4.71 -2.79 0.86  -0.07
N -1.34 0.44 -0.11  0.11
N -0.05 0.44 -0.53  0.10
N 2.54 -0.96 0.64  -0.04
C 2.66 0.41 1.10  -0.18
C 2.53 -2.02 1.63  -0.12
C -0.03 -0.16 -1.68  -0.32
C -4.24 0.60 -0.14  -0.17
C 6.13 1.41 -0.01  -0.18
C 3.94 -2.48 2.00  -0.24
C -6.45 1.58 0.51  -0.18
C -2.04 -0.15 -1.01  -0.33
C -7.96 1.38 0.55  -0.21
C -6.12 -0.89 0.70  -0.17
C 2.43 -0.24 -1.72  -0.08
C -5.75 0.36 -0.10  -0.34
C 5.69 2.69 0.07  -0.42
C -8.32 0.13 1.35  -0.21
C -3.50 -0.42 -1.01  -0.10
C -7.63 -1.09 0.74  -0.20
C 2.48 -1.32 -0.66  -0.46
C 3.95 1.05 0.67  -0.53
C 1.15 -0.42 -2.53  -0.08
C 5.13 0.47 0.34  -0.12
H 1.13 0.26 -3.39  0.13
H -4.04 1.60 -0.54  0.12
H -3.83 0.56 0.87  0.12
H -5.74 -0.78 1.72  0.13
H -7.99 0.25 2.38  0.11
H 3.29 -0.39 -2.38  0.14
H 1.99 -1.68 2.52  0.13
H 4.13 -3.20 0.21  0.08
H 7.13 1.14 -0.29  0.10
H 4.48 -1.69 2.53  0.12
H 6.22 3.60 -0.13  0.06
H -5.65 -1.77 0.26  0.11
H -3.66 -1.43 -0.63  0.12
H 5.29 -0.59 0.34  0.10
H 1.09 -1.45 -2.91  0.13
H 1.80 0.99 0.76  0.10
H -6.08 1.73 1.53  0.12
H -3.85 -0.39 -2.04  0.13
H -6.11 0.24 -1.13  0.15
H -6.22 2.47 -0.07  0.11
H -8.00 -1.25 -0.27  0.11
H -7.86 -1.98 1.33  0.11
H 1.99 -2.86 1.18  0.13
H 2.47 0.77 -1.31  0.10
H -8.44 2.25 1.00  0.11
H -9.40 -0.02 1.36  0.11
H -8.35 1.28 -0.46  0.11
H 2.62 0.39 2.20  0.13
H 3.86 -3.35 2.66  0.12

# 5
This record from OMol25 describes 3 unconnected molecules or ions with the total composition C5H8O2. The level of theory is the ωB97M-V functional and the def2-TZVPD basis.

HOMO level	-8.3	eV
F_max	0.4	eV Å⁻¹
electronic energy	-9403.011	eV
frontier orbital gap	8.98	eV
charge	0
LUMO energy	0.67	eV
2S+1	1

Last column: Löwdin charge in e.
CARTESIAN COORDINATES (ANGSTROEM)
O -0.44 0.93 1.33  -0.06
O 1.68 0.92 -1.41  0.08
C 0.88 0.50 1.09  -0.22
C -1.90 -0.11 -0.22  -0.04
C 1.12 0.32 -0.34  -0.34
C 1.09 -0.83 0.38  -0.03
C -0.94 0.84 0.02  -0.25
H 2.01 0.24 -2.00  0.12
H 1.73 -1.68 0.60  0.11
H -0.77 1.70 -0.62  0.14
H -1.01 -1.43 -0.19  0.10
H 1.58 0.86 1.84  0.15
H -2.42 -0.55 0.63  0.08
H -2.44 -0.10 -1.17  0.08
H -0.18 -1.61 0.05  0.09

# 6
This record from OMol25 describes 2 unconnected molecules or ions with the total composition C11H17IO. The level of theory is the ωB97M-V functional and the def2-TZVPD basis.

HOMO level (spin up / spin down)	-8.4 / -8.1	eV
F_max	4.5	eV Å⁻¹
electronic energy	-21824.260	eV
frontier orbital gap (spin up / spin down)	8.31 / 7.55	eV
charge	0
LUMO energy (spin up / spin down)	-0.05 / -0.53	eV
2S+1	1

Last column: Löwdin charge in e.
CARTESIAN COORDINATES (ANGSTROEM)
I 3.89 0.69 0.11  0.76
O -0.88 -1.93 -1.54  -0.05
C 3.52 -1.37 0.00  -0.67
C -1.76 2.38 0.27  -0.21
C -0.19 0.17 -0.51  -0.30
C 0.97 -2.96 0.89  -0.02
C 4.31 -2.40 -0.19  -0.16
C -0.76 0.20 0.95  -0.15
C -1.04 1.63 1.42  -0.18
C -1.32 2.29 -1.12  -0.24
C -1.02 0.88 -1.57  -0.15
C 0.96 -1.92 0.17  -0.02
C 0.27 -1.19 -0.96  -0.31
H 4.02 -3.43 -0.18  0.04
H 1.85 -3.50 1.35  0.09
H -2.82 2.05 0.27  0.12
H 0.90 -1.16 -1.78  0.13
H -0.48 2.82 -1.48  0.10
H -0.16 -0.35 1.68  0.10
H -2.09 2.59 -1.76  0.09
H -1.84 -0.24 0.89  0.15
H -1.56 1.60 2.32  0.08
H -1.33 -2.53 -0.92  0.09
H 0.78 0.64 -0.40  0.09
H -1.75 3.47 0.56  0.13
H 0.07 -3.41 1.24  0.06
H 5.32 -2.21 -0.42  0.03
H -0.03 2.08 1.56  0.12
H -0.44 1.07 -2.58  0.16
H -1.94 0.38 -1.85  0.11

# 7
This record from OMol25 describes a molecular structure, C31H47BGaN3O4P2. The level of theory is the ωB97M-V functional and the def2-TZVPD basis.

HOMO level	-7.9	eV
F_max	0.7	eV Å⁻¹
electronic energy	-117205.923	eV
frontier orbital gap	7.62	eV
charge	0
LUMO energy	-0.28	eV
2S+1	1

Last column: Löwdin charge in e.
CARTESIAN COORDINATES (ANGSTROEM)
Ga -1.32 -0.40 -0.59  0.54
P 2.46 -0.48 -1.43  1.14
P -1.88 0.19 1.83  1.15
O -0.70 -2.22 -0.23  -0.08
O -4.61 1.25 -2.59  0.08
O -1.11 -4.41 -0.54  0.09
O -2.84 1.01 -1.20  -0.09
N -0.58 2.17 0.60  -0.01
N 1.05 1.84 -0.97  0.01
N -2.75 -1.49 -1.51  0.12
C 0.96 -1.28 -3.60  -0.10
C -3.60 -0.07 2.49  -0.67
C 0.79 -0.04 2.38  -0.09
C -3.82 0.38 3.93  -0.08
C 4.85 -1.49 -0.46  -0.11
C 0.31 3.25 0.66  -0.16
C 2.33 3.97 -0.47  -0.03
C -2.60 -2.81 -1.45  -0.15
C 1.31 3.04 -0.31  -0.16
C -0.57 -0.16 3.10  -0.66
C 5.18 0.50 -1.94  -0.09
C -3.77 -0.90 -2.12  -0.13
C 1.36 5.29 1.32  -0.10
C 1.95 1.23 -1.95  -0.27
C 2.46 -2.95 -2.59  -0.10
C 4.23 -0.17 -0.92  -0.71
C -3.52 -3.64 -2.05  0.03
C -0.56 0.79 4.30  -0.07
C -0.72 -1.61 3.57  -0.08
C 2.34 5.09 0.35  -0.10
C -1.37 -3.23 -0.68  -0.56
C -4.59 -3.05 -2.71  -0.01
C 0.32 4.36 1.48  -0.02
C -3.77 0.61 -1.99  -0.59
C 2.37 -1.47 -3.01  -0.71
C -4.72 -1.67 -2.76  0.03
C -4.58 0.69 1.58  -0.08
C -3.93 -1.57 2.35  -0.08
C -1.75 2.00 1.45  -0.24
C 3.41 -1.18 -4.10  -0.09
C 4.10 0.76 0.30  -0.10
B -0.13 1.26 -0.42  -0.50
H -5.33 -3.67 -3.20  0.11
H 5.59 -0.21 -2.65  0.06
H 3.33 0.41 1.00  0.06
H 5.05 0.77 0.84  0.09
H -3.39 -4.71 -1.99  0.13
H 1.45 1.19 -2.91  0.08
H -4.59 1.76 1.78  0.09
H 0.85 -0.32 -4.11  0.08
H -3.89 -1.88 1.31  0.08
H 5.83 -1.30 -0.02  0.09
H 3.13 5.83 0.24  0.10
H -3.49 1.41 4.09  0.08
H 6.02 0.95 -1.40  0.09
H -0.72 -2.31 2.73  0.09
H 3.16 -1.76 -4.99  0.09
H 0.12 -1.86 4.22  0.09
H -4.37 0.56 0.53  0.06
H 2.40 -3.59 -3.48  0.09
H -4.89 0.34 4.16  0.09
H -1.33 0.55 5.03  0.07
H 1.06 0.99 2.15  0.08
H 3.09 3.83 -1.23  0.10
H 0.77 -2.07 -4.32  0.09
H 0.19 -1.35 -2.82  0.05
H 0.83 -0.62 1.45  0.06
H 1.65 -3.22 -1.91  0.08
H 3.86 1.78 0.02  0.06
H -5.54 -1.17 -3.26  0.13
H 3.42 -0.12 -4.38  0.08
H -3.30 -0.26 4.64  0.07
H 1.56 -0.45 3.05  0.09
H 4.41 -1.47 -3.79  0.06
H -1.63 -1.76 4.16  0.06
H 2.82 1.87 -2.08  0.07
H -1.66 2.62 2.34  0.08
H 0.41 0.69 4.80  0.09
H 3.40 -3.18 -2.08  0.06
H -5.59 0.31 1.78  0.09
H -3.26 -2.21 2.91  0.06
H 1.38 6.17 1.94  0.10
H 4.23 -1.99 0.28  0.08
H 5.00 -2.18 -1.30  0.06
H -2.65 2.28 0.92  0.09
H 4.70 1.30 -2.51  0.07
H -0.45 4.53 2.21  0.10
H -0.67 1.84 4.03  0.07
H -4.95 -1.74 2.72  0.09

# 8
This record from OMol25 describes a gas-phase ion, C4H12NO (charge +1). The level of theory is the ωB97M-V functional and the def2-TZVPD basis.

HOMO level	-14.9	eV
F_max	2.5	eV Å⁻¹
electronic energy	-7872.657	eV
frontier orbital gap	11.61	eV
charge	+1
SMILES	C[NH2+][C@H](C)CO
LUMO energy	-3.31	eV
2S+1	1

Last column: Löwdin charge in e.
CARTESIAN COORDINATES (ANGSTROEM)
O -1.18 -0.15 2.41  -0.02
N -0.21 -0.21 -1.20  0.02
C -1.17 -0.70 1.11  -0.23
C 0.64 0.57 -2.14  0.00
C 1.10 0.33 0.89  -0.04
C -0.31 0.31 0.33  -0.25
H -2.20 -0.72 0.79  0.12
H -0.81 -0.83 2.98  0.12
H 0.12 -1.16 -1.08  0.16
H -1.21 -0.36 -1.41  0.18
H -0.85 -1.73 0.89  0.14
H 0.82 1.52 -1.64  0.10
H 1.63 0.11 -2.29  0.11
H -0.77 1.29 0.16  0.16
H 0.94 0.91 1.81  0.11
H 1.40 -0.62 1.34  0.10
H 0.18 0.76 -3.11  0.11
H 1.90 0.67 0.17  0.10